Molecular formula: CH4ClPS2
Method: DFT, wB97M-V/def2-TZVPD

```
! RIJCOSX wB97M-V def2-TZVPD def2/J DEFGRID3
* xyz 0 1
Cl -2.80203 -1.19166 -0.02687
S 0.95321 -0.22732 1.84506
S 2.28443 0.37200 3.11195
P -1.62906 0.45075 -0.14992
C -0.57316 -0.04931 -1.50837
H 2.88078 1.15450 2.16309
H -0.67479 -1.18115 -1.61293
H 0.42042 0.28396 -1.35956
H -0.85981 0.38823 -2.46245
*
```

Results of the Mulliken charge analysis, in e, for atoms 1 through 8:
1. Cl -0.20
2. S -0.12
3. S -0.10
4. P 0.16
5. C -0.84
6. H 0.18
7. H 0.27
8. H 0.31

Molecular formula: C8H13P2
Method: DFT, wB97M-V/def2-TZVPD

```
! RIJCOSX wB97M-V def2-TZVPD def2/J DEFGRID3
* xyz 1 1
P 1.75403 -2.13772 -1.60912
P 0.41210 -2.26758 0.18934
C 1.60674 1.53510 1.00295
C 1.05810 2.30073 -0.01081
C -0.77857 0.65401 -0.12115
C -0.00820 1.90050 -0.57220
C -1.17338 -2.85634 -0.37208
C 1.17608 0.21931 1.08538
C 0.10622 -0.37406 0.44759
C -1.99069 1.67302 0.64719
H -1.93073 -2.80860 0.36073
H -0.95081 -3.86375 -0.79760
H 2.49600 -3.39567 -1.25386
H -2.18258 1.15157 1.55074
H 2.59590 -1.11165 -1.11066
H -2.85750 1.66959 0.06213
H 2.39507 1.76292 1.67894
H -0.53050 2.42615 -1.35842
H -1.40424 0.27687 -0.92503
H 1.89684 -0.48117 1.67844
H -1.66441 -2.14173 -1.16768
H 1.58554 3.25105 -0.12888
H -1.61101 2.61744 0.72406
*
```

Results of the Mulliken charge analysis, in e, for atoms 1 through 8:
1. P -0.13
2. P 0.17
3. C -0.19
4. C -0.66
5. C 0.24
6. C -0.54
7. C -0.97
8. C -0.48

Molecular formula: C3H8Ba2FO3S
Method: DFT, wB97M-V/def2-TZVPD

```
! RIJCOSX wB97M-V def2-TZVPD def2/J DEFGRID3
* xyz 3 1
Ba -12.52507 -20.53078 -10.83347
Ba -12.98880 -23.28259 -11.62459
S -8.58158 -22.37329 -13.71144
F -12.30257 -21.61367 -12.53467
O -7.74896 -21.44448 -14.48891
O -9.01899 -21.95413 -12.33956
O -9.89381 -22.80367 -14.66699
C -10.86909 -23.53370 -13.96320
C -11.70194 -24.37701 -15.03065
C -7.70755 -24.02344 -13.64761
H -11.50513 -22.78572 -13.48983
H -11.09329 -24.92274 -15.75164
H -12.39561 -23.65981 -15.46946
H -12.30477 -25.14829 -14.55128
H -6.65477 -23.78835 -13.80407
H -10.40768 -24.29421 -13.33326
H -8.00886 -24.58502 -14.53188
H -7.97979 -24.66091 -12.80641
*
```

Results of the Mulliken charge analysis, in e, for atoms 1 through 8:
1. Ba 1.74
2. Ba 1.74
3. S 1.07
4. F -0.70
5. O -0.49
6. O -0.64
7. O -0.38
8. C 0.04

Molecular formula: C12H24BeN6O6
Method: DFT, wB97M-V/def2-TZVPD

```
! RIJCOSX wB97M-V def2-TZVPD def2/J DEFGRID3
* xyz 0 1
O -1.87157 1.68623 -2.34982
O 0.39615 -0.02350 2.82030
O -2.07504 2.79370 -0.14914
O -0.50394 -0.28441 -2.81837
O 2.32776 -0.72673 1.34016
O -2.34132 -0.81708 -1.12858
N -0.35070 -1.95569 0.14009
N -1.76732 -0.22682 -0.20620
N -0.37915 0.11836 1.78710
N 0.36822 -0.23673 -1.80323
N 1.72932 -0.38752 0.17627
N -0.23147 -2.56975 1.33004
C 2.46786 -0.46604 -0.92904
C -3.93696 0.40851 0.77818
C 3.92684 -0.74640 -0.91876
C 2.18517 -0.60973 -3.47390
C -1.68975 0.34650 2.03516
C -0.28834 -3.89967 1.20603
C 1.66326 -0.41616 -2.10033
C -0.37275 -2.91350 -0.80125
C -2.49189 0.15765 0.89681
C 0.16406 1.94757 -0.02028
C -0.35191 -4.16051 -0.15849
C -2.12124 0.72349 3.39146
Be 0.01095 0.07775 -0.07796
H -1.51181 2.28421 -3.03254
H 4.48062 0.09338 -1.35939
H 4.24583 -0.88951 0.11863
H -3.20738 0.84984 3.43531
H -2.12259 3.76764 -0.14800
H -1.64341 1.66839 3.68251
H -0.10987 -2.02950 2.18611
H -4.39884 0.48723 1.76783
H -4.42948 -0.40571 0.23342
H -4.08605 1.36413 0.25704
H -1.82144 -0.03913 4.12147
H -0.38060 -2.69798 -1.86222
H -0.38236 -5.11991 -0.64544
H -1.16282 0.56578 -2.57702
H 1.59751 -0.42546 2.03380
H 0.49633 2.25883 -1.02050
H -0.28939 -4.53499 2.08400
H 0.95373 2.14497 0.72904
H -1.93693 2.25393 -1.42311
H 2.34382 -1.66886 -3.71388
H 1.49369 -0.19834 -4.21035
H 3.14943 -0.09598 -3.55488
H -0.90279 2.49849 0.22312
H 4.14159 -1.64920 -1.50607
*
```

Results of the Mulliken charge analysis, in e, for atoms 1 through 8:
1. O -0.64
2. O -0.90
3. O -0.74
4. O -0.68
5. O -0.62
6. O -0.62
7. N 0.23
8. N 1.33

Molecular formula: C25H35BrN8O5Pb
Method: DFT, wB97M-V/def2-TZVPD

```
! RIJCOSX wB97M-V def2-TZVPD def2/J DEFGRID3
* xyz 0 1
Pb -0.51830 0.03790 0.69767
Br -3.80057 -0.21195 1.59077
O 0.25705 2.48115 -0.03612
O 0.38244 1.84594 5.24301
O -0.22795 -4.54379 2.25269
O -0.02500 1.50595 3.03956
O -0.40022 -2.72529 1.06313
N -0.07204 -1.20235 -1.30942
N -0.04504 -1.12437 3.32405
N 2.15511 2.66289 1.13779
N -0.75024 -2.34617 -3.29140
N -2.34715 -1.36713 -2.06095
N 3.81597 1.21654 1.41234
N -1.66863 1.23062 -1.57727
N 1.85150 0.40067 0.33108
C 4.74786 0.16220 1.08298
C 0.33206 -0.95592 5.71766
C -3.09623 -0.96247 -0.90143
C -0.01861 -2.44144 3.44153
C -1.97404 -2.47661 -4.06622
C 0.13328 -0.35223 4.44232
C 0.14291 1.02295 4.17174
C -0.97348 -1.59727 -2.14451
C 0.79394 3.21237 1.09222
C 1.35669 -1.49337 -1.28854
C 0.48030 -2.23507 -4.05182
C 2.14798 -0.98076 -0.04138
C 3.07530 3.29252 2.06816
C -4.01531 1.39601 -1.94268
C 4.34463 2.48654 1.86909
C -3.04518 -2.20418 -3.02984
C 0.34726 -2.30993 5.81536
C -1.44779 1.84265 -2.71956
C -2.45563 2.27013 -3.58648
C -3.75117 2.02642 -3.14143
C -2.14791 2.94309 -4.89177
C -0.23222 -3.20328 2.16242
C 0.17212 -3.10359 4.65349
C 2.53789 1.34034 0.89997
C -2.97360 0.97074 -1.11148
H 0.74016 4.30271 1.06758
H 5.68063 0.37573 1.60219
H 3.21006 4.34396 1.81170
H 1.31590 -2.71286 -3.54903
H -2.37726 0.34509 -0.34516
H 0.30269 2.74501 4.90529
H 0.03670 3.19782 -0.65423
H -3.89864 -1.66925 -3.44599
H 4.39337 -0.80672 1.42847
H 0.46958 -0.32354 6.58358
H 0.33006 -2.74736 -5.00064
H 1.53603 -2.57386 -1.30845
H -4.12659 -0.64737 -1.05151
H 1.85242 -1.04716 -2.15593
H 4.91590 2.35842 2.78818
H 4.99736 2.94220 1.11345
H 0.74028 -1.19248 -4.26536
H 1.91353 -1.63221 0.80839
H 3.19034 -1.15123 -0.30789
H 2.70915 3.22623 3.09965
H -1.58255 3.86675 -4.74957
H -4.59405 2.33888 -3.74858
H -5.04066 1.23906 -1.62569
H -0.10485 -4.80748 3.17160
H -2.00506 -1.72755 -4.86817
H -2.05079 -3.46802 -4.51198
H -3.12674 -1.74722 -0.15331
H -3.40514 -3.12626 -2.56016
H 4.96456 0.10947 0.01162
H 0.18714 -4.17914 4.77031
H -1.55903 2.30338 -5.55289
H 0.49309 -2.79050 6.77401
H 0.27192 2.94361 2.00795
H -3.06658 3.20061 -5.41923
H -0.40090 2.00083 -2.98695
*
```

Results of the Mulliken charge analysis, in e, for atoms 1 through 8:
1. Pb 1.50
2. Br -0.57
3. O -0.42
4. O -0.56
5. O -0.52
6. O -0.44
7. O -0.42
8. N 0.56

Molecular formula: H14O7
Method: DFT, wB97M-V/def2-TZVPD

Results
Structure (SMILES) = O.O.O.O.O.O.O

```
! RIJCOSX wB97M-V def2-TZVPD def2/J DEFGRID3
* xyz 0 1
O 1.54253 -1.83752 0.02360
O 0.69733 1.80497 0.41752
O -2.73965 -0.11182 0.61715
O -0.99109 -1.32103 -1.26991
O -1.26651 1.40805 -1.21458
O -0.33498 -0.44947 1.61124
O 3.07025 0.45717 -0.10115
H 0.45458 2.69186 0.69567
H -1.63325 -1.09726 -0.58333
H -1.82298 -0.15171 1.01889
H -3.30573 -0.80530 0.90213
H 3.31607 0.55456 -1.03794
H 0.06367 1.55401 -0.32514
H 0.20416 0.34894 1.35673
H -1.19241 0.44161 -1.45290
H 2.05308 -0.99738 0.02493
H 1.66302 -2.19112 -0.87332
H -0.10592 -1.38867 -0.92428
H 0.10734 -1.14776 1.15471
H 2.40762 1.12593 0.05895
H -2.03226 1.45950 -0.68606
*
```

Results of the Mulliken charge analysis, in e, for atoms 1 through 8:
1. O -0.77
2. O -0.79
3. O -0.72
4. O -0.78
5. O -0.77
6. O -0.75
7. O -0.75
8. H 0.26

The records above give, respectively, ΔE to the lowest compared entry with this formula, charge and spin values of 73.92; 75.55; 81.94; 74.76; 112.71; 13.68 kcal/mol.